Formula: C2H4OS2
Source: OMol25
Level of theory: the ωB97M-V functional and the def2-TZVPD basis

Properties
LUMO level	0.02006	Eh
relative energy (zero: lowest compared OMol25 entry of this formula, charge and spin)	1.912	eV
SMILES	SS[C@H]1CO1
E_HOMO	-9.002	eV

ORCA input file:
```
! RIJCOSX wB97M-V def2-TZVPD def2/J DEFGRID3
* xyz 0 1
S 2.050 -0.824 -0.493
S 1.334 -0.047 1.176
C -0.488 0.012 0.885
C -1.039 0.183 -0.568
O -1.027 -1.105 -0.030
H 2.330 0.405 -0.922
H -1.009 0.260 1.765
H -1.894 0.745 -0.594
H -0.257 0.370 -1.218
*
```

=====

Formula: C4H3I2O2
Source: OMol25
Level of theory: the ωB97M-V functional and the def2-TZVPD basis

Properties
LUMO level	0.10043	Eh
relative energy (zero: lowest compared OMol25 entry of this formula, charge and spin)	5.190	eV
E_HOMO	-3.669	eV

ORCA input file:
```
! RIJCOSX wB97M-V def2-TZVPD def2/J DEFGRID3
* xyz -1 1
C -1.430 0.694 0.147
C 0.321 -1.514 0.880
C -1.000 1.994 -0.180
C 1.593 -0.814 0.446
O -0.875 3.153 -0.002
O -0.471 1.002 -0.935
I -3.453 0.412 -0.670
I -0.191 -3.039 -0.337
H 1.295 -0.131 -0.403
H 2.048 -0.228 1.251
H 2.163 -1.529 -0.198
*
```

=====

Formula: C22H37N8O5S4Y
Source: OMol25
Level of theory: the ωB97M-V functional and the def2-TZVPD basis

Properties
LUMO level	0.15361	Eh
relative energy (zero: lowest compared OMol25 entry of this formula, charge and spin)	0.900	eV
E_HOMO	-1.849	eV

ORCA input file:
```
! RIJCOSX wB97M-V def2-TZVPD def2/J DEFGRID3
* xyz -2 1
Y -0.461 1.036 -0.819
C 5.583 -2.903 -3.446
C 4.765 -1.689 -3.083
C 5.376 -0.496 -2.712
C 4.616 0.606 -2.341
C 3.230 0.520 -2.342
C 2.605 -0.657 -2.729
C 3.374 -1.748 -3.100
S 2.301 1.924 -1.734
O 3.251 3.013 -1.816
O 1.083 2.085 -2.541
N 1.760 1.613 -0.300
C 2.521 0.738 0.577
C 1.878 -0.664 0.635
O 2.408 -1.528 1.339
O 0.807 -0.810 -0.060
H 6.638 -2.649 -3.557
H 5.234 -3.346 -4.381
H 5.499 -3.665 -2.667
H 6.459 -0.427 -2.707
H 5.077 1.543 -2.057
H 1.527 -0.708 -2.773
H 2.878 -2.663 -3.406
H 2.539 1.140 1.590
H 3.561 0.625 0.264
S -2.464 2.426 -2.079
C -2.595 1.670 -3.649
C -3.448 2.361 -4.583
N -4.127 2.940 -5.313
C -1.999 0.514 -4.048
S -0.926 -0.476 -3.096
C -2.270 0.012 -5.371
N -2.477 -0.425 -6.418
N 0.166 0.228 3.407
H 0.732 0.854 3.968
H -0.215 0.802 2.635
H 0.821 -0.430 2.983
N -1.438 -3.742 -2.107
N -0.299 -3.465 -1.279
H -1.364 -3.186 -2.952
H -2.222 -3.333 -1.613
H 0.005 -2.492 -1.345
H 0.462 -4.038 -1.609
C -0.259 4.109 0.474
C -1.109 3.247 1.427
C -2.569 3.718 1.334
C -0.611 3.497 2.857
O -1.008 1.885 1.115
H -0.225 5.148 0.813
H -0.686 4.097 -0.536
H 0.756 3.717 0.428
H -2.625 4.812 1.333
H -3.155 3.341 2.180
H -3.018 3.344 0.414
H -0.792 4.534 3.158
H 0.465 3.297 2.919
H -1.132 2.832 3.553
C -4.103 0.192 3.980
C -3.295 0.273 2.690
N -2.409 -0.882 2.586
C -2.079 -1.464 1.396
S -2.706 -0.971 -0.119
N -1.192 -2.453 1.452
C -0.581 -2.999 2.653
C -1.453 -4.081 3.291
H -4.762 1.061 4.073
H -3.447 0.166 4.856
H -4.716 -0.713 3.986
H -2.705 1.188 2.648
H -3.948 0.273 1.824
H -1.614 -0.808 3.219
H -0.857 -2.814 0.560
H -0.385 -2.209 3.375
H 0.386 -3.400 2.354
H -2.417 -3.657 3.581
H -0.970 -4.497 4.181
H -1.634 -4.890 2.580
*
```

=====

Formula: C38H46F5N2O3
Source: OMol25
Level of theory: the ωB97M-V functional and the def2-TZVPD basis

Properties
LUMO level	-0.08693	Eh
E_HOMO	-10.502	eV

ORCA input file:
```
! RIJCOSX wB97M-V def2-TZVPD def2/J DEFGRID3
* xyz 1 1
C -0.624 -0.687 2.722
C -1.294 -0.883 1.749
N -1.969 -1.311 0.605
C -2.249 -0.103 -0.271
C -1.735 -0.145 -1.726
N -1.285 -1.424 -2.261
C -0.509 -2.233 -1.321
C 0.721 -1.351 -0.918
C 1.455 -0.718 -2.101
O 1.550 0.699 -1.975
C 0.080 -3.480 -2.026
F -0.162 -4.638 -1.335
C -0.342 -3.678 -3.494
C -0.078 -5.129 -3.890
C -1.234 -2.526 0.000
O -2.098 -3.595 0.103
C -3.021 -3.851 -0.941
C -4.218 -2.905 -1.006
C -4.998 -2.864 0.303
O -5.096 -3.488 -1.976
H -0.203 -0.629 3.683
H -2.866 -1.660 0.962
H -3.315 0.066 -0.276
H -1.838 0.762 0.216
H -2.544 0.185 -2.360
H -0.968 0.605 -1.829
H -2.104 -1.907 -2.600
H 0.453 -0.571 -0.209
H 1.386 -2.026 -0.394
H 1.055 -0.993 -3.068
H 2.476 -1.080 -2.075
H 0.948 1.047 -2.634
H 1.156 -3.382 -2.071
H 0.213 -3.013 -4.135
H -1.403 -3.515 -3.641
H 0.901 -5.470 -3.581
H -0.153 -5.240 -4.962
H -0.833 -5.776 -3.480
H -0.453 -2.746 0.708
H -2.594 -3.933 -1.937
H -3.442 -4.821 -0.733
H -3.979 -1.908 -1.382
H -5.249 -1.850 0.592
H -5.874 -3.477 0.203
H -4.393 -3.325 1.083
H -4.895 -3.118 -2.836
F 1.752 -1.785 4.873
C 2.697 -2.503 4.220
C 2.333 -3.243 3.113
C 3.302 -3.975 2.443
C 4.614 -3.965 2.892
C 4.959 -3.217 4.010
C 3.997 -2.475 4.679
H 1.301 -3.246 2.783
H 3.031 -4.556 1.570
H 5.368 -4.539 2.372
H 5.981 -3.211 4.363
H 4.248 -1.881 5.548
F 5.761 6.239 -0.136
C 4.958 5.158 -0.166
C 4.241 4.822 0.964
C 3.411 3.711 0.924
C 3.316 2.951 -0.235
C 4.050 3.303 -1.358
C 4.874 4.418 -1.328
H 4.334 5.424 1.858
H 2.836 3.440 1.800
H 2.671 2.084 -0.264
H 3.980 2.710 -2.259
H 5.447 4.714 -2.197
F 1.925 6.030 -2.278
C 2.298 7.207 -2.826
C 1.370 7.938 -3.538
C 1.754 9.149 -4.097
C 3.056 9.605 -3.944
C 3.976 8.852 -3.227
C 3.596 7.646 -2.659
H 0.362 7.562 -3.652
H 1.035 9.736 -4.652
H 3.353 10.548 -4.384
H 4.991 9.205 -3.110
H 4.296 7.051 -2.090
F -5.791 0.586 2.504
C -5.394 -0.073 3.612
C -6.211 -0.092 4.722
C -5.791 -0.780 5.851
C -4.562 -1.430 5.859
C -3.753 -1.395 4.734
C -4.174 -0.715 3.600
H -7.161 0.425 4.700
H -6.423 -0.810 6.727
H -4.238 -1.962 6.743
H -2.794 -1.897 4.738
H -3.563 -0.680 2.710
*
```

=====

Formula: C13H10N3O4S5W
Source: OMol25
Level of theory: the ωB97M-V functional and the def2-TZVPD basis

Properties
LUMO level	-0.49100	Eh
relative energy (zero: lowest compared OMol25 entry of this formula, charge and spin)	0.236	eV
E_HOMO	-18.745	eV

ORCA input file:
```
! RIJCOSX wB97M-V def2-TZVPD def2/J DEFGRID3
* xyz 3 1
W -1.542 -1.022 -1.193
C 2.281 -1.694 -0.509
C 1.684 -0.431 -1.002
N 0.429 -0.197 -1.424
C 0.422 1.116 -1.907
C 1.647 1.680 -1.751
N 2.408 0.683 -1.183
C 2.117 3.132 -1.711
O 2.326 3.788 -2.831
O 2.262 3.571 -0.616
C -0.826 1.623 -2.446
O -1.187 2.591 -2.967
O -1.798 0.488 -2.176
H 1.526 -2.453 -0.339
H 2.831 -1.519 0.417
H 2.985 -2.075 -1.253
H 3.388 0.778 -0.933
H 2.167 3.272 -3.636
S -3.642 -1.269 -0.220
S -3.665 -1.841 -2.164
S -2.846 -3.741 -2.408
S -0.936 -2.890 -2.310
S -0.312 -2.724 2.911
C -0.546 -2.744 1.255
N -0.826 -1.564 0.699
C -0.878 -0.550 1.667
C -1.196 0.790 1.437
C -1.238 1.638 2.529
C -0.961 1.166 3.821
C -0.649 -0.158 4.056
C -0.618 -1.017 2.957
H -0.477 -3.659 0.684
H -1.403 1.206 0.450
H -1.483 2.682 2.387
H -0.996 1.856 4.652
H -0.447 -0.513 5.058
*
```